Below is C12H19ClIN6O3PSSe2Te2Y as an isolated structure, with properties calculated with ωB97M-V with the def2-TZVPD basis set.

CARTESIAN COORDINATES (ANGSTROEM)
Y: -0.326 1.364 -1.344
Cl: -5.124 -0.142 3.981
C: -4.013 0.615 2.879
C: -3.561 1.873 3.127
C: -2.655 2.519 2.246
I: -1.999 4.410 2.733
C: -2.190 1.900 1.113
O: -1.361 2.407 0.248
C: -2.667 0.565 0.871
N: -2.179 -0.036 -0.258
C: -2.595 -1.240 -0.577
C: -3.514 -1.957 0.215
C: -3.996 -1.381 1.357
C: -3.574 -0.083 1.720
H: -3.904 2.390 4.011
H: -2.191 -1.651 -1.494
H: -3.847 -2.933 -0.107
H: -4.715 -1.897 1.978
N: 1.244 2.523 0.549
N: 2.633 2.426 0.714
C: 3.430 2.063 -0.304
N: 4.749 2.021 -0.011
S: 2.861 1.712 -1.853
H: 0.952 3.484 0.335
H: 0.774 2.212 1.398
H: 3.035 2.827 1.557
H: 5.116 2.455 0.818
H: 5.377 1.939 -0.798
Se: 0.193 3.863 -2.387
Te: -2.120 3.191 -3.033
Te: -1.390 1.471 -4.992
Se: -0.598 -0.451 -3.507
N: 0.314 -3.678 1.011
C: 1.518 -2.776 0.938
P: 1.221 -1.758 -0.595
O: 0.231 -2.625 -1.333
O: 0.951 -0.354 -0.158
C: 2.767 -1.833 -1.541
N: 2.647 -1.170 -2.878
H: -0.381 -3.330 1.674
H: 0.551 -4.638 1.259
H: -0.060 -3.609 0.025
H: 2.399 -3.413 0.906
H: 1.548 -2.159 1.833
H: 3.002 -2.882 -1.705
H: 3.594 -1.335 -1.031
H: 3.072 -0.223 -2.787
H: 1.632 -0.975 -3.213
H: 3.150 -1.699 -3.592

## Properties
Energy relative to the best compared isomer or geometry (same formula, charge and spin): 35.2 kcal/mol
Spin multiplicity: 1
Net charge: +1

Results of the Löwdin charge analysis, in e, for atoms 1 through 4: 0.648 0.700 -0.613 -0.168

=====

Below is C15H33N2O15V as an isolated structure, with properties calculated with ωB97M-V with the def2-TZVPD basis set.

CARTESIAN COORDINATES (ANGSTROEM)
O: -0.767 0.434 -0.753
V: 0.153 1.688 -0.583
O: 0.088 2.514 -1.995
O: -0.850 -0.518 2.663
C: 0.378 0.112 2.640
O: 0.662 0.743 1.587
O: 1.100 0.064 3.655
H: -0.850 -1.033 3.478
O: 1.924 0.074 -2.861
C: 2.807 0.542 -1.921
O: 4.020 0.340 -2.045
O: 2.221 1.160 -0.973
H: 2.587 -0.273 -3.492
O: 0.025 5.018 1.579
C: 1.098 4.799 0.749
O: 1.783 5.801 0.399
O: 1.316 3.642 0.329
H: -0.074 5.974 1.641
C: -5.046 3.311 2.842
O: -3.760 3.162 3.322
C: -2.732 3.659 2.455
C: -2.243 2.505 1.574
N: -1.547 2.938 0.358
C: -2.467 3.439 -0.726
C: -2.178 4.848 -1.251
O: -2.428 5.724 -0.165
C: -1.895 7.007 -0.350
H: -5.431 4.339 2.996
H: -5.781 2.782 3.453
H: -5.141 3.176 1.759
H: -1.934 4.079 3.068
H: -3.064 4.547 1.907
H: -3.108 1.893 1.307
H: -1.562 1.836 2.097
H: -1.106 3.834 0.568
H: -3.489 3.302 -0.353
H: -2.398 2.665 -1.494
H: -2.889 4.977 -2.070
H: -1.130 4.791 -1.560
H: -2.126 7.572 -1.259
H: -0.797 7.062 -0.324
H: -2.168 7.594 0.530
C: 1.805 -8.684 -0.059
O: 3.017 -8.523 -0.765
C: 3.146 -7.322 -1.495
C: 3.321 -6.096 -0.603
N: 3.807 -4.931 -1.332
C: 2.776 -4.325 -2.202
C: 1.357 -4.097 -1.624
O: 1.366 -3.386 -0.440
C: 0.136 -2.772 -0.063
H: 1.594 -7.994 0.758
H: 1.853 -9.668 0.416
H: 0.998 -8.795 -0.790
H: 2.340 -7.202 -2.231
H: 4.005 -7.367 -2.170
H: 4.099 -6.218 0.155
H: 2.382 -5.927 -0.061
H: 3.911 -4.168 -0.668
H: 2.743 -4.819 -3.175
H: 3.018 -3.289 -2.458
H: 0.899 -5.098 -1.518
H: 0.713 -3.649 -2.392
H: -0.685 -3.482 0.088
H: -0.192 -2.182 -0.925
H: 0.389 -2.128 0.772

## Properties
Spin multiplicity: 1
Net charge: -2

Results of the Löwdin charge analysis, in e, for atoms 1 through 4: -0.344 0.937 -0.368 0.027

=====

Below is C23H25Cl5NO4S5Sn as an isolated structure, with properties calculated with ωB97M-V with the def2-TZVPD basis set.

CARTESIAN COORDINATES (ANGSTROEM)
Sn: 1.328 0.776 -0.920
C: -0.509 4.200 0.390
C: 0.439 4.952 -0.534
S: 0.835 4.061 -2.055
C: -0.708 4.300 -2.972
C: -0.949 3.207 -4.006
S: -1.077 1.520 -3.379
C: -2.609 1.611 -2.428
C: -2.776 0.353 -1.584
S: -1.585 0.139 -0.236
C: -2.176 1.408 0.920
C: -1.109 1.916 1.881
S: 0.304 2.767 1.137
H: -1.390 3.878 -0.165
H: -0.840 4.850 1.201
H: 1.388 5.159 -0.038
H: 0.004 5.921 -0.786
H: -0.669 5.259 -3.491
H: -1.543 4.347 -2.272
H: -0.134 3.176 -4.731
H: -1.853 3.449 -4.569
H: -3.462 1.694 -3.105
H: -2.610 2.496 -1.790
H: -2.686 -0.542 -2.202
H: -3.775 0.328 -1.145
H: -2.985 0.974 1.511
H: -2.604 2.227 0.342
H: -0.672 1.105 2.463
H: -1.577 2.606 2.586
C: -3.189 -3.326 4.014
C: -2.008 -3.078 3.125
C: -2.116 -3.174 1.742
C: -1.022 -2.976 0.919
C: 0.197 -2.680 1.508
C: 0.340 -2.552 2.888
C: -0.765 -2.768 3.683
S: 1.657 -2.492 0.553
O: 2.795 -2.678 1.402
O: 1.293 -3.697 -0.499
N: 3.373 0.846 0.200
C: 3.294 0.642 1.646
C: 1.875 0.274 2.051
O: 1.478 0.408 3.185
O: 1.150 -0.211 1.063
H: -4.118 -3.361 3.449
H: -3.274 -2.551 4.775
H: -3.074 -4.280 4.532
H: -3.072 -3.424 1.298
H: -1.118 -3.083 -0.150
H: 1.294 -2.306 3.329
H: -0.665 -2.695 4.758
H: 3.574 1.560 2.167
H: 3.954 -0.152 2.003
Cl: 4.436 -0.194 -0.539
C: 3.557 -1.654 -1.179
C: 2.114 -1.700 -1.045
C: 1.528 -2.942 -1.698
Cl: -0.057 -2.546 -2.475
C: 2.365 -3.759 -2.630
Cl: 1.600 -5.082 -3.387
C: 3.680 -3.534 -2.727
Cl: 4.691 -4.518 -3.686
C: 4.291 -2.414 -1.999
Cl: 5.940 -2.042 -2.299

## Properties
Spin multiplicity: 1
Net charge: +1

Results of the Löwdin charge analysis, in e, for atoms 1 through 4: 1.136 -0.503 -0.534 0.812

=====

Below is a 4-piece molecular cluster, C30H46BF24O5P2 overall, with properties calculated with ωB97M-V with the def2-TZVPD basis set.

CARTESIAN COORDINATES (ANGSTROEM)
C: 3.337 1.786 2.392
C: 3.992 1.929 1.022
C: 4.628 0.615 0.655
O: 5.720 0.509 0.322
O: 3.783 -0.414 0.720
C: 3.219 -0.674 -0.612
C: 1.752 -0.294 -0.719
B: 0.687 -1.557 -0.705
C: 0.803 -2.308 0.744
C: -0.243 -3.403 1.033
C: -0.724 -3.248 2.488
C: 0.283 -4.833 0.917
P: 1.094 -2.773 -2.193
C: 2.295 -4.121 -1.743
C: 1.689 -1.865 -3.699
P: -1.131 -0.866 -1.010
C: -1.310 0.912 -0.509
C: -2.142 1.130 0.762
C: -1.743 -1.058 -2.759
C: -3.254 -0.764 -2.773
H: 2.676 2.624 2.571
H: 2.734 0.898 2.454
H: 4.122 1.735 3.131
H: 4.732 2.697 0.991
H: 3.269 2.099 0.243
H: 3.445 -1.692 -0.897
H: 3.771 -0.043 -1.307
H: 1.540 0.345 0.143
H: 1.577 0.341 -1.583
H: 1.789 -2.728 0.949
H: 0.652 -1.536 1.497
H: -1.136 -3.334 0.426
H: 0.028 -3.671 3.147
H: -1.643 -3.799 2.681
H: -0.879 -2.214 2.764
H: 1.254 -4.989 1.369
H: -0.428 -5.481 1.412
H: 0.257 -5.130 -0.121
H: 1.960 -5.090 -2.073
H: 2.545 -4.151 -0.695
H: 3.240 -3.954 -2.266
H: 1.306 -2.340 -4.587
H: 1.227 -0.888 -3.679
H: 2.768 -1.750 -3.757
H: -1.846 1.412 -1.316
H: -0.375 1.455 -0.399
H: -2.976 0.451 0.814
H: -1.507 1.097 1.638
H: -2.521 2.138 0.712
H: -1.620 -2.057 -3.135
H: -1.242 -0.315 -3.377
H: -3.708 -1.521 -2.144
H: -3.469 0.192 -2.317
H: -3.683 -0.874 -3.763
C: -3.851 -8.546 2.992
C: -2.627 -7.663 2.713
C: -1.398 -7.934 3.577
F: -1.668 -7.732 4.890
F: -0.407 -7.090 3.222
F: -2.985 -6.367 2.793
F: -2.264 -7.895 1.421
O: -4.841 -7.990 3.836
C: -4.671 -8.095 5.192
C: -4.501 -6.724 5.844
F: -3.435 -6.084 5.332
F: -4.296 -6.881 7.176
F: -3.647 -8.919 5.493
F: -5.796 -8.661 5.689
H: -4.352 -8.673 2.034
H: -3.568 -9.549 3.308
H: -1.041 -8.960 3.443
H: -5.393 -6.113 5.689
C: 5.999 5.149 -1.989
C: 4.594 4.664 -1.607
C: 4.145 3.352 -2.249
F: 4.114 3.467 -3.596
F: 2.893 3.059 -1.831
F: 3.696 5.642 -1.857
F: 4.613 4.485 -0.253
O: 6.071 6.115 -3.022
C: 6.062 5.682 -4.325
C: 4.820 6.170 -5.068
F: 3.700 5.729 -4.466
F: 4.832 5.689 -6.334
F: 6.190 4.345 -4.394
F: 7.149 6.219 -4.927
H: 6.385 5.664 -1.112
H: 6.683 4.319 -2.163
H: 4.811 2.528 -1.969
H: 4.800 7.262 -5.101
C: -4.258 7.618 -0.404
C: -5.397 6.648 -0.746
C: -5.913 5.792 0.408
F: -4.937 5.003 0.902
F: -6.912 4.991 -0.040
F: -5.027 5.869 -1.782
F: -6.447 7.407 -1.180
O: -2.952 7.178 -0.698
C: -2.316 6.378 0.226
C: -2.037 4.983 -0.330
F: -3.185 4.381 -0.699
F: -1.454 4.229 0.625
F: -3.016 6.326 1.378
F: -1.134 6.967 0.506
H: -4.404 8.485 -1.046
H: -4.338 7.995 0.615
H: -6.310 6.420 1.212
H: -1.373 5.037 -1.196

## Properties
Spin multiplicity: 1
Net charge: -1

Results of the Löwdin charge analysis, in e, for atoms 1 through 4: -0.064 -0.148 -0.610 0.169

=====

E_HOMO values (in eV) by entry order: -9.25, -2.84, -10.60, -3.03.
Orbital gap values (in eV) by entry order: 6.15, 6.75, 6.88, 5.00.